C3H5NOSi | ωB97M-V with the def2-TZVPD basis set

Positions of all 11 atoms, in Å:
C (-1.54652, -0.55014, -0.82690)
C (-1.46282, -0.95374, 0.43740)
C (-0.62019, 1.03816, 0.33529)
N (-1.10226, 0.78459, -0.84681)
O (-0.72016, 0.00285, 1.12760)
Si (3.72404, -0.00104, -0.15187)
H (-2.02535, -1.08743, -1.63195)
H (-1.37897, -1.91272, 0.91244)
H (2.60116, -0.08000, -0.94322)
H (-0.35880, 2.00345, 0.78127)
H (2.88987, 0.75601, 0.80676)

Charge: 0
HOMO, eV: -8.98
E, a.u.: -536.656856
LUMO, Ha: -0.037
Relative energy (zero: lowest compared OMol25 entry of this formula, charge and spin), kcal/mol: 45.5
HOMO-LUMO gap, hartree: 0.293

C40H101N7O13 | ωB97M-V with the def2-TZVPD basis set

Positions of all 161 atoms, in Å:
C (3.43547, -5.69693, -2.38415)
O (2.51906, -6.19320, -1.43339)
C (1.70102, -7.17893, -2.02284)
C (0.89174, -7.89676, -0.91720)
C (1.79253, -8.30448, 0.24983)
N (0.17623, -9.09550, -1.36454)
H (3.23675, -5.97282, -3.42246)
H (4.46333, -6.01337, -2.17683)
H (3.48371, -4.60440, -2.38737)
H (0.98210, -6.79433, -2.75818)
H (2.30650, -7.89911, -2.58990)
H (0.17760, -7.18444, -0.49405)
H (2.65646, -8.80209, -0.20291)
H (1.27706, -8.99957, 0.90758)
H (2.11046, -7.44716, 0.84120)
H (-0.64745, -8.86042, -1.90655)
H (0.81555, -9.60352, -1.97069)
C (1.11937, 5.02566, 3.28691)
O (1.82670, 5.06035, 4.49845)
C (1.57336, 3.91551, 5.29875)
C (2.63141, 3.90788, 6.40497)
N (2.37724, 2.75159, 7.25749)
C (2.41191, 3.10807, 8.69960)
C (2.18372, 1.85084, 9.53526)
O (1.08070, 1.04470, 9.12431)
C (1.49634, -0.17814, 8.57942)
H (0.03783, 5.13224, 3.42241)
H (1.50589, 4.21324, 2.66526)
H (1.32364, 5.91795, 2.68049)
H (1.62284, 2.94781, 4.77498)
H (0.54039, 3.93147, 5.66673)
H (2.36259, 4.84192, 6.92409)
H (3.66155, 3.98634, 6.06553)
H (1.45820, 2.35909, 7.09222)
H (1.68486, 3.90664, 8.88477)
H (3.42044, 3.49840, 8.84744)
H (1.80274, 2.31889, 10.45216)
H (3.06871, 1.24189, 9.69411)
H (0.67406, -0.89055, 8.48761)
H (2.19334, -0.73671, 9.21758)
H (1.95965, -0.10755, 7.59160)
C (2.85277, 2.84544, -1.28694)
O (3.56598, 1.93009, -2.10292)
C (3.50120, 0.61074, -1.59265)
C (4.30856, -0.44202, -2.35069)
N (3.70300, -0.86150, -3.61623)
C (3.41399, 0.27596, -4.52727)
C (3.03346, -0.31564, -5.87229)
O (2.97601, 0.68499, -6.88672)
C (3.64465, 0.30515, -8.07777)
H (1.79239, 2.96539, -1.50362)
H (3.41194, 3.77931, -1.34221)
H (2.96317, 2.51756, -0.24605)
H (2.48929, 0.24415, -1.44322)
H (3.99093, 0.62753, -0.60893)
H (4.25782, -1.28319, -1.65319)
H (5.36154, -0.14531, -2.39547)
H (4.32987, -1.50797, -4.08202)
H (4.26058, 0.96864, -4.53268)
H (2.58353, 0.80538, -4.06481)
H (2.02476, -0.73938, -5.82445)
H (3.71183, -1.12075, -6.17255)
H (3.18468, -0.59425, -8.49436)
H (4.72294, 0.18229, -7.96286)
H (3.46177, 1.12172, -8.77490)
C (-5.31569, 4.93877, -0.57716)
O (-4.49695, 3.89338, -0.11386)
C (-4.92679, 3.27209, 1.07437)
C (-4.87856, 4.20010, 2.29693)
N (-3.47515, 4.61931, 2.38200)
C (-3.12868, 5.79343, 3.15997)
C (-3.69826, 7.12744, 2.68078)
O (-3.27516, 7.50884, 1.35565)
C (-1.90002, 7.81691, 1.31256)
H (-5.39238, 5.77954, 0.11419)
H (-6.23997, 4.48052, -0.95200)
H (-4.89113, 5.37517, -1.48582)
H (-4.26587, 2.43081, 1.27992)
H (-5.92929, 2.86467, 0.89502)
H (-5.17997, 3.68381, 3.20596)
H (-5.48731, 5.09389, 2.13198)
H (-3.07764, 4.78176, 1.46424)
H (-2.03399, 5.80288, 3.22598)
H (-3.29795, 5.63886, 4.23196)
H (-3.58609, 7.99362, 3.33127)
H (-4.75464, 6.92103, 2.49417)
H (-1.27648, 6.92988, 1.15820)
H (-1.50174, 8.26152, 2.23743)
H (-1.78920, 8.60666, 0.56799)
C (2.76563, -4.42232, 5.19007)
O (2.48193, -3.04382, 5.33284)
C (3.49213, -2.12677, 5.04897)
C (3.60167, -1.76261, 3.56820)
N (4.97486, -1.30583, 3.25426)
C (5.13907, -1.19240, 1.79878)
C (6.41060, -0.48819, 1.34533)
O (6.47998, -0.37983, -0.04255)
C (7.67199, 0.25523, -0.48846)
H (3.73035, -4.66781, 5.64388)
H (2.55838, -4.80763, 4.19315)
H (2.06509, -4.89160, 5.88813)
H (4.46205, -2.39698, 5.49166)
H (3.30305, -1.20258, 5.60497)
H (2.88317, -0.99768, 3.27714)
H (3.36293, -2.67085, 2.99687)
H (5.51299, -2.12085, 3.53628)
H (4.26904, -0.68466, 1.38180)
H (5.27847, -2.20748, 1.40007)
H (7.27214, -0.98511, 1.81737)
H (6.46357, 0.50350, 1.82610)
H (8.60391, -0.01115, 0.00882)
H (7.52106, 1.33249, -0.35430)
H (7.68084, 0.08357, -1.56202)
C (-11.79896, -0.94593, -6.58689)
O (-10.78102, -1.92938, -6.47228)
C (-9.44364, -1.51446, -6.65400)
C (-8.55909, -2.73398, -6.36976)
N (-7.14512, -2.58702, -6.58034)
C (-6.25167, -2.77124, -5.44226)
C (-4.78872, -2.98192, -5.88990)
O (-4.09281, -1.76255, -5.72844)
C (-3.46144, -1.59381, -4.45783)
H (-12.64113, -1.34886, -6.03601)
H (-12.05503, -0.84062, -7.64538)
H (-11.48968, 0.04935, -6.26309)
H (-9.15778, -0.65363, -6.04572)
H (-9.34033, -1.21530, -7.70583)
H (-8.92639, -3.70754, -6.70920)
H (-8.73778, -2.84877, -5.28806)
H (-6.88114, -1.85649, -7.22274)
H (-6.63437, -3.65507, -4.92134)
H (-6.31007, -1.99772, -4.66783)
H (-4.79634, -3.24734, -6.94507)
H (-4.37382, -3.81404, -5.31448)
H (-2.88192, -0.68333, -4.55435)
H (-2.89545, -2.49173, -4.20277)
H (-4.25694, -1.49724, -3.71237)
C (2.01827, -2.81310, -0.10125)
O (1.47568, -1.56334, -0.47578)
C (0.65300, -1.63709, -1.61313)
C (-0.19326, -0.38426, -1.72291)
N (-1.36838, -0.39306, -0.84396)
C (-2.05769, 0.89206, -0.73906)
C (-1.13684, 2.09592, -0.40760)
O (-0.22987, 1.80557, 0.63086)
C (-0.73605, 2.09714, 1.92209)
H (1.20956, -3.51018, 0.11108)
H (2.71323, -2.63245, 0.72301)
H (2.76258, -3.16534, -0.82920)
H (-0.06196, -2.47470, -1.61339)
H (1.26567, -1.80182, -2.50994)
H (-0.59968, -0.39280, -2.74042)
H (0.31198, 0.55938, -1.51941)
H (-1.15434, -0.72028, 0.08755)
H (-2.76529, 0.73241, 0.07903)
H (-2.67628, 1.18430, -1.59062)
H (-1.76360, 2.98743, -0.28670)
H (-0.49803, 2.33388, -1.26166)
H (-1.81921, 1.94819, 1.94555)
H (-0.46846, 3.11571, 2.20410)
H (-0.30861, 1.38676, 2.63365)

Charge: 0
HOMO, eV: -8.35
E, a.u.: -2945.616638
LUMO, Ha: 0.021
Relative energy (zero: lowest compared OMol25 entry of this formula, charge and spin), kcal/mol: 68.5
SMILES string: COC[C@H](C)N.COCCNCCOC.COCCNCCOC.COCCNCCOC.COCCNCCOC.COCCNCCOC.COCCNCCOC
HOMO-LUMO gap, hartree: 0.329

C4H6N3OP | ωB97M-V with the def2-TZVPD basis set

Positions of all 15 atoms, in Å:
C (-0.61487, 1.97079, -0.69072)
C (-1.36799, -0.91022, -0.69826)
C (1.11966, -1.48228, 0.14583)
C (0.61562, 1.44853, -0.28116)
N (-1.56199, 2.41867, -1.11827)
N (-1.53723, -1.39040, -1.73512)
N (-1.30070, -0.40439, 0.47839)
O (0.30338, 0.09570, 2.32330)
P (0.29538, -0.08734, 0.86085)
H (0.64691, -2.34077, 0.67420)
H (0.86790, -1.48713, -0.89495)
H (2.17860, -1.41659, 0.36051)
H (0.99066, 2.20384, 0.49550)
H (1.39020, 1.40982, -1.05951)
H (-2.02553, -0.02825, 1.13941)

Charge: 0
HOMO, eV: -10.62
E, a.u.: -736.876178
LUMO, Ha: 0.017
Relative energy (zero: lowest compared OMol25 entry of this formula, charge and spin), kcal/mol: 0.0
HOMO-LUMO gap, hartree: 0.407